Record 1
Entry from OMol25: a cluster of 2 separate species, C15H14BN2O10PS2 in total in a non-equilibrium geometry (ωB97M-V/def2-TZVPD).

Geometry (Å):
1 S -3.376 2.753 4.437
2 S 0.138 -0.856 0.639
3 P 2.561 -2.842 -1.224
4 O -3.385 3.819 5.480
5 O 1.593 3.209 2.073
6 O -2.587 1.580 4.924
7 O -4.774 2.323 4.138
8 O 0.607 1.104 2.589
9 O 3.553 -3.910 -1.953
10 O -2.743 3.287 3.187
11 O 1.570 -3.721 -0.327
12 O 3.384 -1.895 -0.456
13 O -2.518 0.269 2.206
14 N 0.610 -1.152 -2.411
15 N -2.531 -1.948 1.316
16 C -2.741 -2.709 -2.304
17 C 1.951 2.462 -0.699
18 C -2.600 -0.773 1.744
19 C -2.196 -2.052 -0.061
20 C 0.438 4.081 2.105
21 C 1.634 -2.174 -2.640
22 C -3.086 -2.606 -0.965
23 C -0.619 -1.667 -1.870
24 C 1.078 0.049 -1.760
25 C 1.685 1.003 -2.564
26 C 0.927 0.336 -0.410
27 C -1.526 -2.237 -2.760
28 C 1.356 1.543 0.155
29 C -0.967 -1.590 -0.533
30 C 2.129 2.208 -2.050
31 B 1.176 1.941 1.678
32 H -0.001 4.082 3.102
33 H 4.306 -4.011 -1.356
34 H 2.277 3.423 -0.320
35 H 0.762 5.091 1.852
36 H -4.060 -2.957 -0.651
37 H 2.380 -1.810 -3.348
38 H 2.007 -3.801 0.535
39 H 1.791 0.788 -3.623
40 H 1.098 1.109 3.419
41 H -1.260 -2.278 -3.811
42 H -3.420 -3.133 -3.035
43 H 1.150 -3.024 -3.130
44 H -0.344 3.762 1.412
45 H 2.572 2.926 -2.729

Computed properties:
Total charge: -2
Frontier orbital gap, eV: 2.9
E_LUMO, eV: 3.357
E_HOMO, eV: 0.50
Spin multiplicity: 1

Here are the Mulliken charges for atoms 1 to 2, given in e: 1.1004 -0.1682

---

Record 2
Entry from OMol25: the molecule C15H14BNO6 in a non-equilibrium geometry (ωB97M-V/def2-TZVPD).

Geometry (Å):
1 O -1.711 4.716 -0.963
2 O 1.673 1.164 1.703
3 O -0.337 -0.949 -4.805
4 O -1.540 0.988 -5.105
5 O 0.753 4.650 -0.697
6 O 1.904 -2.253 1.790
7 N 1.451 -0.361 -0.052
8 C 1.851 0.044 1.206
9 C 2.490 -0.992 2.063
10 C -0.858 0.264 -4.397
11 C -1.235 -3.887 2.635
12 C -0.296 -1.308 2.454
13 C 0.307 1.683 -0.574
14 C -0.472 0.699 -3.010
15 C 0.563 -2.372 2.139
16 C 0.077 -3.670 2.241
17 C -0.829 1.987 -2.627
18 C 0.238 -0.127 -2.186
19 C -0.445 2.475 -1.418
20 C -1.582 -1.543 2.835
21 C 0.663 0.374 -0.974
22 C -2.038 -2.821 2.973
23 B -0.477 4.067 -1.029
24 H 2.404 -0.778 3.123
25 H 0.783 -4.454 2.117
26 H -2.249 -0.715 3.069
27 H 0.077 -0.301 2.315
28 H 0.507 -1.097 -2.527
29 H -1.436 2.558 -3.312
30 H 3.578 -1.069 1.872
31 H -1.853 5.619 -0.635
32 H 0.716 2.112 0.315
33 H -0.520 -1.054 -5.760
34 H -1.514 -4.913 2.737
35 H -3.033 -3.029 3.296
36 H 0.646 5.586 -0.533
37 H 1.746 -1.294 -0.284

Computed properties:
SMILES: O=C(COc1ccccc1)Nc1cc(B(O)O)cc(C(=O)O)c1
Frontier orbital gap, eV: 9.0
E_LUMO, eV: 0.285
E_HOMO, eV: -8.71
Spin multiplicity: 1
Relative energy (zero: lowest compared OMol25 entry of this formula, charge and spin), eV: 0.184

Here are the Mulliken charges for atoms 1 to 2, given in e: -0.5648 -0.6349

---

Record 3
Entry from OMol25: a structure of composition C15H14BrIrNO2 in a non-equilibrium geometry (ωB97M-V/def2-TZVPD).

Geometry (Å):
1 Ir -0.628 0.212 -0.764
2 Br -2.198 -3.691 0.484
3 O -2.692 0.764 1.492
4 O -1.616 -0.955 0.457
5 N -0.895 0.041 -2.505
6 C -2.641 -0.411 1.108
7 C -4.919 -3.498 1.185
8 C 3.163 -2.284 -0.986
9 C -5.006 -0.768 1.682
10 C -6.122 -2.905 1.589
11 C 1.241 1.549 0.902
12 C 0.323 2.082 -1.171
13 C -0.756 2.180 -0.161
14 C 1.723 -2.067 1.113
15 C 1.518 1.604 -0.483
16 C -3.748 -2.748 1.025
17 C -3.797 -1.346 1.265
18 C -6.157 -1.534 1.835
19 C -0.141 1.789 1.109
20 C 2.499 -2.506 0.146
21 H 4.229 -2.295 -1.163
22 H -7.080 -1.052 2.142
23 H 0.085 -0.143 -2.812
24 H 2.510 -2.079 -1.856
25 H 2.497 1.480 -0.960
26 H -0.644 1.864 2.076
27 H 1.937 -1.085 1.580
28 H 0.708 -2.453 1.281
29 H -4.897 -4.564 0.985
30 H -1.776 2.512 -0.337
31 H 0.268 2.450 -2.181
32 H 1.977 1.416 1.703
33 H -5.025 0.304 1.870
34 H -7.013 -3.520 1.708

Computed properties:
Total charge: -1
Frontier orbital gap (alpha / beta), eV: 4.0 / 7.2
E_LUMO (alpha / beta), eV: 2.884 / 2.868
E_HOMO (alpha / beta), eV: -1.07 / -4.32
Expectation value of S²: 6.026
Spin multiplicity: 5

Here are the Mulliken charges for atoms 1 to 2, given in e: 0.8022 -0.1726

---

Record 4
Entry from OMol25: the molecule C15H14BrN5O in a non-equilibrium geometry (ωB97M-V/def2-TZVPD).

Geometry (Å):
1 Br 3.313 -0.208 -2.270
2 O 3.692 -2.701 0.813
3 N -0.044 -0.281 -0.065
4 N 2.139 -1.009 0.362
5 N 0.241 -2.461 -0.050
6 N -1.813 1.094 -0.460
7 N -1.981 -0.987 -0.361
8 C 4.069 1.851 -0.292
9 C -3.186 1.358 -0.508
10 C -4.073 0.230 -0.545
11 C 4.225 2.547 0.818
12 C 3.476 1.999 2.029
13 C 2.727 0.135 0.655
14 C 2.613 -2.547 0.561
15 C -3.674 2.878 -0.764
16 C -4.199 -2.156 -0.640
17 C -3.279 -0.924 -0.590
18 C 0.676 -1.157 0.203
19 C 1.321 -3.335 0.395
20 C -1.355 -0.018 -0.239
21 C 3.393 0.805 -0.817
22 C 2.816 0.731 1.672
23 H 2.406 0.265 2.694
24 H 0.455 0.823 0.142
25 H -4.973 -1.986 0.087
26 H -3.622 -3.148 -0.653
27 H -4.122 3.219 -1.631
28 H 3.595 2.361 2.941
29 H -4.346 2.997 0.073
30 H -4.781 -2.240 -1.689
31 H 4.845 3.501 0.815
32 H 4.634 2.021 -1.339
33 H 1.564 -3.812 -0.667
34 H 1.201 -3.998 0.991
35 H -2.898 3.638 -0.627
36 H -5.054 0.517 -1.041

Computed properties:
SMILES: Cc1cc(C)nc(NC2=NCC(=O)N2c2ccccc2Br)n1
Frontier orbital gap, eV: 7.6
E_LUMO, eV: -0.075
E_HOMO, eV: -7.68
Spin multiplicity: 1

Here are the Mulliken charges for atoms 1 to 2, given in e: -0.0631 -0.4395

---

Record 5
Entry from OMol25: a structure of composition C15H14BrO13Pd in a non-equilibrium geometry (ωB97M-V/def2-TZVPD).

Geometry (Å):
1 Pd -0.523 -0.360 -0.554
2 Br -2.508 -0.972 -2.071
3 O -3.312 2.674 -0.188
4 O 2.071 0.508 -3.400
5 O -2.149 3.392 1.543
6 O 1.222 0.118 0.661
7 O 0.436 1.200 -2.027
8 O 5.686 -1.162 0.990
9 O -1.289 -1.531 1.257
10 O 5.066 -3.585 -0.152
11 O -1.595 -1.778 3.457
12 O -1.480 1.559 0.411
13 O 0.865 2.276 -3.959
14 O -2.336 -3.345 2.058
15 O 0.699 -2.159 -0.696
16 C -2.247 2.443 0.557
17 C 2.197 -0.685 0.472
18 C 4.177 -2.772 0.093
19 C 1.867 -2.032 -0.193
20 C -3.999 3.847 0.245
21 C -2.504 -3.860 3.386
22 C 2.649 1.001 -4.597
23 C 3.514 -0.382 0.735
24 C 4.524 -1.381 0.641
25 C -1.722 -2.141 2.160
26 C 2.816 -3.034 -0.223
27 C 1.053 1.306 -3.032
28 C 2.082 2.426 -4.658
29 C -2.396 -2.630 4.267
30 C -3.370 4.078 1.621
31 H -1.880 -2.864 5.193
32 H 2.729 3.146 -4.149
33 H -3.768 4.625 -0.488
34 H -3.375 -2.187 4.450
35 H 2.511 -4.000 -0.603
36 H -1.708 -4.602 3.514
37 H -4.020 3.644 2.385
38 H -3.272 5.143 1.818
39 H -5.076 3.703 0.216
40 H 3.733 1.054 -4.534
41 H 3.806 0.609 1.054
42 H 1.939 2.788 -5.673
43 H 2.299 0.381 -5.419
44 H -3.413 -4.461 3.431

Computed properties:
Total charge: -1
Frontier orbital gap (alpha / beta), eV: 5.8 / 5.7
E_LUMO (alpha / beta), eV: 2.121 / 2.121
E_HOMO (alpha / beta), eV: -3.64 / -3.61
Expectation value of S²: 2.004
Spin multiplicity: 3
Relative energy (zero: lowest compared OMol25 entry of this formula, charge and spin), eV: 0.214

Here are the Mulliken charges for atoms 1 to 2, given in e: 0.9438 -0.6825

---

Record 6
Entry from OMol25: a structure of composition C15H14BrO13Pd in a non-equilibrium geometry (ωB97M-V/def2-TZVPD).

Geometry (Å):
1 Pd 23.981 8.440 24.705
2 Br 23.717 4.016 23.902
3 O 24.345 12.658 27.715
4 O 26.864 10.330 17.628
5 O 31.816 7.598 24.734
6 O 31.519 5.941 26.161
7 O 23.149 10.663 29.401
8 O 19.030 11.084 23.567
9 O 29.738 7.365 25.625
10 O 25.091 9.946 19.048
11 O 23.345 13.577 32.962
12 O 24.802 15.372 31.442
13 O 16.955 12.130 23.911
14 O 24.871 10.687 16.991
15 O 18.249 12.713 22.313
16 C 25.564 11.127 15.918
17 C 23.445 11.862 29.814
18 C 23.160 12.040 31.163
19 C 33.088 6.957 24.875
20 C 24.488 14.300 30.952
21 C 30.913 7.039 25.540
22 C 16.139 13.076 23.195
23 C 24.703 13.981 29.525
24 C 17.254 13.687 22.351
25 C 24.226 12.860 28.975
26 C 25.572 10.299 17.963
27 C 18.151 11.927 23.291
28 C 27.018 10.987 16.383
29 C 32.922 5.909 25.928
30 C 23.598 13.232 31.813
31 H 33.340 6.519 23.909
32 H 15.271 12.706 22.648
33 H 25.449 10.535 15.010
34 H 15.801 13.839 23.896
35 H 33.146 4.969 25.424
36 H 25.505 12.175 15.623
37 H 33.864 7.668 25.158
38 H 33.471 6.034 26.861
39 H 25.130 14.730 28.875
40 H 17.625 14.702 22.494
41 H 27.632 10.478 15.641
42 H 27.356 12.009 16.556
43 H 22.582 11.298 31.694
44 H 17.001 13.617 21.293

Computed properties:
Total charge: -1
Frontier orbital gap (alpha / beta), eV: 6.0 / 2.7
E_LUMO (alpha / beta), eV: 1.257 / -1.385
E_HOMO (alpha / beta), eV: -4.71 / -4.12
Expectation value of S²: 2.058
Spin multiplicity: 3
Relative energy (zero: lowest compared OMol25 entry of this formula, charge and spin), eV: 7.193

Here are the Mulliken charges for atoms 1 to 2, given in e: 0.3982 -0.3903

---

Look up the spin multiplicity of the fifth one.
3

---

Which formula does entry 3 have?
C15H14BrIrNO2

---

Copy entry 4 word for word.
Entry from OMol25: the molecule C15H14BrN5O in a non-equilibrium geometry (ωB97M-V/def2-TZVPD).

Geometry (Å):
1 Br 3.313 -0.208 -2.270
2 O 3.692 -2.701 0.813
3 N -0.044 -0.281 -0.065
4 N 2.139 -1.009 0.362
5 N 0.241 -2.461 -0.050
6 N -1.813 1.094 -0.460
7 N -1.981 -0.987 -0.361
8 C 4.069 1.851 -0.292
9 C -3.186 1.358 -0.508
10 C -4.073 0.230 -0.545
11 C 4.225 2.547 0.818
12 C 3.476 1.999 2.029
13 C 2.727 0.135 0.655
14 C 2.613 -2.547 0.561
15 C -3.674 2.878 -0.764
16 C -4.199 -2.156 -0.640
17 C -3.279 -0.924 -0.590
18 C 0.676 -1.157 0.203
19 C 1.321 -3.335 0.395
20 C -1.355 -0.018 -0.239
21 C 3.393 0.805 -0.817
22 C 2.816 0.731 1.672
23 H 2.406 0.265 2.694
24 H 0.455 0.823 0.142
25 H -4.973 -1.986 0.087
26 H -3.622 -3.148 -0.653
27 H -4.122 3.219 -1.631
28 H 3.595 2.361 2.941
29 H -4.346 2.997 0.073
30 H -4.781 -2.240 -1.689
31 H 4.845 3.501 0.815
32 H 4.634 2.021 -1.339
33 H 1.564 -3.812 -0.667
34 H 1.201 -3.998 0.991
35 H -2.898 3.638 -0.627
36 H -5.054 0.517 -1.041

Computed properties:
SMILES: Cc1cc(C)nc(NC2=NCC(=O)N2c2ccccc2Br)n1
Frontier orbital gap, eV: 7.6
E_LUMO, eV: -0.075
E_HOMO, eV: -7.68
Spin multiplicity: 1

Here are the Mulliken charges for atoms 1 to 2, given in e: -0.0631 -0.4395